A 2-piece molecular cluster, CH5BrN2P overall. Source: OMol25; level of theory: the ωB97M-V functional and the def2-TZVPD basis.

```
10
Properties=species:S:1:pos:R:3:mulliken_charge:R:1
C 0.4892 -0.0902 -0.0206 0.61
N -0.3129 -0.9027 -0.6422 -0.30
N 0.0211 0.6840 0.9200 -0.34
P 2.1699 0.0282 -0.7883 0.04
Br -3.5404 0.3266 -0.6742 0.00
H -1.3185 -1.1084 -0.4166 0.18
H 0.1469 -1.4120 -1.3771 0.23
H -1.0048 0.8131 0.9752 0.17
H 0.5480 1.4748 1.4452 0.30
H 2.8015 0.1868 0.5786 0.12
```

The LUMO energy (spin up / spin down) comes out at -6.410 / -7.548 eV. As for the total charge: +1.



A 6-piece molecular cluster, C5H21N10O6 overall. Source: OMol25; level of theory: the ωB97M-V functional and the def2-TZVPD basis.

```
42
Properties=species:S:1:pos:R:3:mulliken_charge:R:1
O -0.3680 -0.2753 -0.4009 -0.96
H -0.2444 -0.4229 -1.3588 0.07
C 3.3544 -3.4193 -1.3368 0.62
O 4.4328 -3.9440 -1.5429 -0.67
N 2.4316 -4.0093 -0.5819 -0.38
N 2.9267 -2.1559 -1.6131 -0.33
H 2.5753 -4.9311 -0.1949 0.19
H 1.5395 -3.5422 -0.5038 0.18
H 3.5256 -1.5395 -2.1436 0.20
H 2.0841 -1.9509 -1.0951 0.15
C -1.9592 3.7490 -3.3509 0.60
O -2.2998 4.2320 -2.3423 -0.61
N -1.9186 4.3520 -4.5026 -0.40
N -1.5084 2.5830 -3.4606 -0.35
H -2.2392 5.3093 -4.5344 0.21
H -1.7245 3.9183 -5.3938 0.14
H -1.4779 2.2164 -4.4012 0.16
H -1.5714 2.0034 -2.6358 0.24
C -5.0806 -2.0085 -0.5249 0.65
O -5.2624 -1.1821 0.3336 -0.63
N -3.9228 -2.3003 -1.0136 -0.33
N -5.9821 -2.9330 -0.8267 -0.40
H -3.0996 -1.7801 -0.7455 0.23
H -3.9480 -3.0303 -1.7111 0.14
H -5.8799 -3.7221 -1.4487 0.13
H -6.8883 -2.9887 -0.3842 0.20
C 1.1877 -0.6503 4.5408 0.64
O 0.7451 0.4565 4.6182 -0.65
N 1.7442 -1.2800 5.4955 -0.37
N 1.0117 -1.3743 3.4891 -0.31
H 1.9179 -2.2698 5.3939 0.15
H 1.8712 -0.7988 6.3744 0.22
H 0.7146 -1.1415 2.5523 0.19
H 1.2842 -2.3308 3.6650 0.09
C 2.3347 3.6816 1.3456 0.67
O 1.2642 4.2491 1.1588 -0.67
N 3.3777 4.1576 1.8986 -0.40
N 2.5175 2.4648 0.9688 -0.34
H 3.3927 5.1395 2.1349 0.22
H 3.9935 3.5613 2.4327 0.18
H 1.8811 2.0196 0.3231 0.20
H 3.2672 1.8878 1.3227 0.14
```

The LUMO energy comes out at 2.672 eV. As for the total charge: -1.



CClNO2S2 as an isolated structure. Source: OMol25; level of theory: the ωB97M-V functional and the def2-TZVPD basis.

```
7
Properties=species:S:1:pos:R:3:mulliken_charge:R:1
C 1.2913 0.2366 -0.2065 0.67
N -1.5290 -1.3431 -0.1734 -0.29
O 0.5852 1.1645 -0.5345 -0.43
O -2.8904 0.7457 0.1428 -0.44
S 1.1041 -1.3884 0.1722 -0.03
S -1.6066 0.1062 0.4134 0.70
Cl 3.0453 0.4786 0.1860 -0.18
```

The LUMO energy comes out at -3.666 eV. As for the total charge: 0.



A 2-piece molecular cluster, C2H2BrNO3 overall. Source: OMol25; level of theory: the ωB97M-V functional and the def2-TZVPD basis.

```
9
Properties=species:S:1:pos:R:3:mulliken_charge:R:1
C 2.0817 -0.8821 -0.4399 0.41
C 0.0093 0.2638 -0.0479 -0.59
N 0.5953 1.5200 -0.3235 0.87
O 0.3596 2.0503 -1.3821 -0.58
O 2.0222 -1.9476 -0.9500 -0.33
O 1.3128 1.9715 0.5202 -0.48
Br 3.5420 0.0958 0.1523 0.03
H -0.2447 -0.2291 1.0338 0.28
H -0.6470 -0.1677 -0.7754 0.38
```

The LUMO energy (spin up / spin down) comes out at -1.719 / -1.721 eV. As for the total charge: 0.



The molecule C6H12O. Source: OMol25; level of theory: the ωB97M-V functional and the def2-TZVPD basis.

```
19
Properties=species:S:1:pos:R:3:mulliken_charge:R:1
C -0.8356 -1.6313 -0.7129 -1.61
C -0.6545 -0.1264 -0.5599 0.43
C -1.1374 0.4915 0.7467 -0.81
C -0.3801 1.8247 0.8018 -0.44
O 0.7727 1.6710 -0.0189 -0.46
C 0.8013 0.3769 -0.6180 0.32
C 1.8405 -0.4908 0.0881 -1.43
H -1.8964 -1.9005 -0.6738 0.42
H -0.4446 -1.9615 -1.6826 0.37
H -0.3173 -2.2002 0.0686 0.34
H -1.2013 0.3738 -1.3691 0.30
H -0.7777 -0.1091 1.5926 0.27
H -2.2250 0.5681 0.8448 0.42
H -0.1153 1.9547 1.8492 0.25
H -0.8830 2.7557 0.5058 0.29
H 1.1078 0.5069 -1.6644 0.31
H 1.5703 -0.6773 1.1343 0.28
H 1.9718 -1.4555 -0.4147 0.36
H 2.8039 0.0292 0.0824 0.37
```

The LUMO energy comes out at 1.088 eV. As for the total charge: 0.



A 4-piece molecular cluster, C3H15NO3S overall. Source: OMol25; level of theory: the ωB97M-V functional and the def2-TZVPD basis.

```
23
Properties=species:S:1:pos:R:3:mulliken_charge:R:1
C -0.4210 0.6005 -1.4920 -1.24
C 0.8883 0.3825 -0.7905 0.51
C 1.3795 1.5515 0.0467 -0.84
S 1.9979 1.3740 1.8776 -0.25
N 0.8400 -0.8227 0.1079 -0.56
H -0.3433 1.3140 -2.3152 0.40
H -0.8130 -0.3217 -1.9169 0.39
H -1.0920 1.1103 -0.7903 0.08
H 1.7281 0.0590 -1.4208 0.32
H 0.5929 2.2715 0.2740 0.34
H 2.3358 1.9477 -0.2826 0.31
H 1.2715 0.2474 2.0971 0.14
H 0.9431 -1.7276 -0.3402 0.28
H -0.0815 -0.9058 0.5326 0.16
H -2.3358 -2.3589 0.8902 0.30
H -2.6849 -1.2545 -0.2489 0.32
O -2.0550 -1.9051 0.0645 -0.63
H 4.0943 -1.1349 1.9934 0.32
H 2.8003 -1.4159 1.1850 0.36
O 3.5419 -1.8495 1.6641 -0.68
H -3.3591 1.0197 -0.3455 0.33
H -4.9871 1.0055 -0.6861 0.31
O -4.2408 0.8128 -0.1041 -0.67
```

The LUMO energy comes out at 0.371 eV. As for the total charge: 0.



Energy relative to the best compared isomer or geometry (same formula, charge and spin) list, top to bottom, in kJ/mol: 247.7 598.0 273.0 359.1 45.8 91.4
Maximum force list, top to bottom, in eV Å⁻¹: 3.60 7.42 3.45 4.88 0.61 3.52